# 1
Molecular formula: C28H32N4O5Sc
Method: DFT, ωB97M-V/def2-TZVPD

Total charge: +1
Max |F| in eV/A: 1.5
E_tot in eV: -66455.0648
HOMO-LUMO gap in Ha: 0.25067
Energy relative to the best compared isomer or geometry (same formula, charge and spin) in eV: 0.299

Geometry (Å):
1 Sc 1.0140 -0.7721 -1.2090
2 O -1.7506 2.5650 -2.9352
3 C -0.7793 1.7609 -2.5786
4 O -0.9089 0.5589 -2.3936
5 C 0.5714 2.3670 -2.4399
6 C 0.9255 3.6902 -2.6628
7 C 2.2724 4.0304 -2.5607
8 C 3.1997 3.0470 -2.2539
9 C 2.7461 1.7469 -2.0233
10 N 1.4614 1.4288 -2.0946
11 C 3.6319 0.5302 -1.6422
12 O 4.8006 0.7048 -1.3860
13 O 2.9564 -0.5538 -1.6302
14 H -2.5960 2.0961 -3.0493
15 H 0.1720 4.4212 -2.9076
16 H 2.5859 5.0487 -2.7373
17 H 4.2572 3.2529 -2.1818
18 C -3.4833 -4.3573 -1.8984
19 C -2.7806 -3.0946 -2.4008
20 C -3.1881 -1.8737 -1.6218
21 C -4.4708 -1.3747 -1.8153
22 C -4.9360 -0.2817 -1.1104
23 C -4.0964 0.3560 -0.2146
24 C -2.7938 -0.0814 -0.0332
25 C -1.9116 0.6185 0.9623
26 C -1.9492 -0.1109 2.3090
27 C -2.3335 -1.2074 -0.7281
28 N -0.9952 -1.6446 -0.5777
29 C -0.8302 -2.8723 -0.1498
30 C 0.4160 -3.5031 -0.2742
31 C 0.8367 -4.8247 -0.0444
32 C 2.1237 -4.9192 -0.5441
33 C 2.4579 -3.6588 -1.0465
34 N 1.4375 -2.8002 -0.9046
35 H -3.2326 -5.1935 -2.5454
36 H -4.5617 -4.2238 -1.9066
37 H -3.1791 -4.6065 -0.8850
38 H -3.0558 -2.9487 -3.4474
39 H -1.7004 -3.2458 -2.3587
40 H -5.1209 -1.8626 -2.5268
41 H -5.9439 0.0740 -1.2613
42 H -4.4515 1.2052 0.3518
43 H -2.2588 1.6475 1.0912
44 H -0.8824 0.6390 0.5761
45 H -2.9669 -0.1265 2.6949
46 H -1.3110 0.3838 3.0399
47 H -1.6128 -1.1391 2.1877
48 H -1.6746 -3.4235 0.2664
49 H 0.2595 -5.6045 0.4104
50 H 2.7432 -5.7935 -0.5692
51 H 3.3934 -3.3407 -1.4764
52 O 1.3471 0.0904 0.6137
53 C 1.6387 0.8268 1.5903
54 C 1.7717 2.3104 1.3609
55 C 1.1959 3.1620 2.4924
56 C 2.1841 3.3551 3.6439
57 C 2.9820 2.0912 3.9597
58 C 2.1043 0.8520 4.0723
59 N 1.7632 0.2740 2.7825
60 H 1.2457 2.5211 0.4236
61 H 2.8236 2.5567 1.2006
62 H 0.2768 2.6913 2.8455
63 H 0.9305 4.1413 2.0943
64 H 1.6303 3.6646 4.5300
65 H 2.8889 4.1520 3.4022
66 H 3.5189 2.2286 4.8998
67 H 3.7358 1.9088 3.1941
68 H 1.1884 1.0933 4.6207
69 H 2.6329 0.0782 4.6315
70 H 1.6314 -0.7326 2.7821

Atoms 1-2, force components in eV/Å:
-0.5 1.0 0.0
-0.1 0.4 -0.1

***

# 2
Molecular formula: C38H40N4O2
Method: DFT, ωB97M-V/def2-TZVPD

Structure (SMILES): C/C(CCN1CCc2nc(-c3ccccc3)c(-c3ccccc3)cc2C1)=N\O[C@@H](C)c1cc(-c2c(C)cc(C)cc2C)no1
Total charge: 0
Max |F| in eV/A: 1.3
E_tot in eV: -50109.3902
HOMO-LUMO gap in Ha: 0.32382
Energy relative to the best compared isomer or geometry (same formula, charge and spin) in eV: 0.179

Geometry (Å):
1 C -5.0181 2.0676 1.8215
2 C -3.8360 2.7597 1.2168
3 C -2.9190 3.5359 2.1194
4 C -1.5026 2.9258 2.1608
5 N -1.4639 1.7524 3.0112
6 C -0.2155 1.5611 3.7216
7 C 0.9473 1.1825 2.7950
8 C 0.5672 -0.0152 1.9786
9 N 1.5397 -0.7886 1.5293
10 C 1.2631 -1.8772 0.8214
11 C 2.4335 -2.6575 0.3900
12 C 3.5322 -2.7406 1.2415
13 C 4.6562 -3.4551 0.8731
14 C 4.7021 -4.0919 -0.3558
15 C 3.6200 -4.0021 -1.2158
16 C 2.4932 -3.2903 -0.8491
17 C -0.0600 -2.2572 0.5375
18 C -0.4188 -3.5136 -0.1395
19 C 0.0880 -4.7299 0.3126
20 C -0.2759 -5.9110 -0.3046
21 C -1.1501 -5.8967 -1.3796
22 C -1.6687 -4.6940 -1.8273
23 C -1.3118 -3.5105 -1.2069
24 C -1.0753 -1.4321 1.0081
25 C -0.7791 -0.2949 1.7437
26 C -1.8832 0.5248 2.3628
27 N -3.5078 2.7602 -0.0050
28 O -4.2526 1.9737 -0.8918
29 C -3.7803 2.1776 -2.2170
30 C -4.3400 3.4656 -2.8170
31 C -2.2797 2.1792 -2.2416
32 C -1.3578 1.4099 -1.5915
33 C -0.1108 1.9715 -1.9783
34 C 1.2218 1.5477 -1.5330
35 C 1.7294 0.3154 -1.9429
36 C 0.9440 -0.5606 -2.8736
37 C 2.9797 -0.0805 -1.4949
38 C 3.7139 0.7022 -0.6188
39 C 5.0298 0.2297 -0.0848
40 C 3.1980 1.9317 -0.2349
41 C 1.9708 2.3781 -0.6965
42 C 1.4668 3.7409 -0.3261
43 N -0.3068 2.9724 -2.7976
44 O -1.6428 3.1086 -2.9678
45 H -5.7788 2.8121 2.0574
46 H -5.4390 1.3504 1.1206
47 H -4.7354 1.5675 2.7451
48 H -2.8300 4.5554 1.7412
49 H -3.3241 3.5629 3.1301
50 H -1.1905 2.7144 1.1285
51 H -0.8256 3.6709 2.5840
52 H 0.0158 2.4753 4.2734
53 H -0.3759 0.7575 4.4476
54 H 1.8523 0.9633 3.3621
55 H 1.1731 2.0115 2.1192
56 H 3.4841 -2.2385 2.1957
57 H 5.5007 -3.5160 1.5445
58 H 5.5796 -4.6514 -0.6457
59 H 3.6560 -4.4861 -2.1814
60 H 1.6655 -3.2105 -1.5366
61 H 0.7647 -4.7423 1.1546
62 H 0.1227 -6.8482 0.0553
63 H -1.4296 -6.8207 -1.8636
64 H -2.3553 -4.6767 -2.6614
65 H -1.7183 -2.5731 -1.5616
66 H -2.1086 -1.7070 0.8352
67 H -2.3719 -0.1038 3.1224
68 H -2.6318 0.7594 1.6054
69 H -4.1633 1.3054 -2.7641
70 H -4.0055 3.5743 -3.8440
71 H -5.4262 3.4393 -2.7877
72 H -3.9885 4.3155 -2.2370
73 H -1.5236 0.5897 -0.9252
74 H 1.5891 -1.3074 -3.3300
75 H 0.1545 -1.0784 -2.3285
76 H 0.4789 0.0298 -3.6612
77 H 3.3872 -1.0226 -1.8309
78 H 5.7485 1.0456 -0.0402
79 H 5.4347 -0.5704 -0.6992
80 H 4.8905 -0.1575 0.9241
81 H 3.7716 2.5602 0.4323
82 H 1.5130 4.3933 -1.1972
83 H 0.4280 3.7068 -0.0030
84 H 2.0713 4.1754 0.4672

Atoms 1-2, force components in eV/Å:
0.0 -0.2 -0.4
-0.7 -0.3 0.0

***

# 3
Molecular formula: C5H8O3Ru
Method: DFT, ωB97M-V/def2-TZVPD

Total charge: +1
Max |F| in eV/A: 4.2
E_tot in eV: -14023.1495
HOMO-LUMO gap (spin up / spin down) in Ha: 0.33625 / 0.19351
2S+1: 6
Energy relative to the best compared isomer or geometry (same formula, charge and spin) in eV: 0.837

Geometry (Å):
1 O 2.4250 1.0991 1.6278
2 C 1.6072 2.4393 1.6006
3 C 0.5174 2.5529 0.8351
4 O 0.2928 1.3511 0.0449
5 C -1.0419 0.9573 -0.1729
6 C -0.9854 -0.3652 -0.9074
7 O -0.0601 -1.2150 -0.2091
8 C -0.1141 -2.5798 -0.6170
9 Ru 1.4813 -0.1566 0.5354
10 H 1.9963 3.2234 2.2572
11 H -1.5758 1.7022 -0.7842
12 H -1.5688 0.8427 0.7884
13 H -0.6278 -0.2398 -1.9408
14 H -1.9765 -0.8384 -0.9200
15 H 0.6606 -3.1238 -0.0671
16 H -1.1008 -2.9945 -0.3733
17 H 0.0706 -2.6549 -1.6977

Atoms 1-2, force components in eV/Å:
-2.2 3.5 -0.6
1.9 -2.4 0.6

***

# 4
Molecular formula: C27H88N26O15
Method: DFT, ωB97M-V/def2-TZVPD

Total charge: 0
Max |F| in eV/A: 8.0
E_tot in eV: -98884.7147
HOMO-LUMO gap in Ha: 0.27444
Energy relative to the best compared isomer or geometry (same formula, charge and spin) in eV: 6.352

Geometry (Å):
1 C 0.2860 -4.6703 -4.6012
2 O 0.9641 -5.6138 -4.9189
3 N 0.8279 -3.4906 -4.6815
4 N -0.9345 -4.7054 -4.1374
5 H 1.7649 -3.5530 -5.0531
6 H 0.2450 -2.7000 -4.4465
7 H -1.2489 -5.6311 -3.8839
8 H -1.3260 -3.8750 -3.7165
9 C -2.9063 -1.2447 -3.3314
10 O -2.0737 -2.0162 -3.6398
11 N -2.7717 -0.5667 -2.2581
12 N -4.0460 -1.1787 -3.9266
13 H -3.4620 0.0689 -1.8844
14 H -1.9081 -0.7141 -1.7556
15 H -4.6887 -0.5940 -3.4116
16 H -4.1365 -1.8834 -4.6444
17 C -1.7123 3.6331 -4.1485
18 O -2.9042 3.5105 -4.1930
19 N -1.0436 4.7315 -4.0071
20 N -0.8229 2.7214 -4.2695
21 H -0.1176 4.7046 -3.6048
22 H -1.6082 5.5648 -4.0899
23 H -1.0233 1.7467 -4.4426
24 H 0.1301 3.0302 -4.1408
25 C 2.4568 3.7897 -2.1399
26 O 1.6375 4.4850 -2.6887
27 N 2.2256 3.2737 -0.9910
28 N 3.5401 3.2993 -2.5846
29 H 1.3195 3.5654 -0.6533
30 H 2.9382 3.1292 -0.2899
31 H 3.8194 3.5146 -3.5310
32 H 4.0829 2.6897 -1.9897
33 C -2.9925 3.8807 -0.3362
34 O -3.4673 4.2157 0.7371
35 N -1.8496 3.2565 -0.4980
36 N -3.6167 4.1461 -1.4604
37 H -1.4142 2.9271 0.3517
38 H -1.4863 3.0999 -1.4273
39 H -3.3666 3.6248 -2.2885
40 H -4.2626 4.9179 -1.5459
41 C -0.2298 1.8163 5.5382
42 O -1.1516 0.9779 5.5514
43 N -0.4296 3.0651 5.8756
44 N 1.0524 1.5584 5.3603
45 H 0.3752 3.6711 5.8040
46 H -1.2014 3.1670 6.5191
47 H 1.2648 0.5720 5.4054
48 H 1.6169 2.3236 5.0198
49 C 4.6006 1.2841 1.3278
50 O 4.8725 2.2410 0.6880
51 N 4.1333 1.2870 2.5041
52 N 4.7049 0.0009 0.9285
53 H 4.1185 0.3866 2.9613
54 H 3.6865 2.0844 2.9337
55 H 4.9583 -0.0413 -0.0483
56 H 4.3777 -0.7960 1.4558
57 C 2.6850 4.2209 3.0133
58 O 2.4655 3.1538 3.5333
59 N 1.8464 5.2271 2.9618
60 N 3.8930 4.6439 2.5897
61 H 2.1094 6.1747 2.7319
62 H 0.9389 5.1243 3.3931
63 H 4.1394 5.5883 2.3301
64 H 4.5213 3.8751 2.4044
65 C 5.3743 0.3474 -5.6698
66 O 5.0125 0.4651 -6.8148
67 N 4.6351 -0.3004 -4.7429
68 N 6.3325 0.9378 -5.0573
69 H 3.7147 -0.5450 -5.0793
70 H 4.9475 -0.3349 -3.7831
71 H 6.6897 0.5716 -4.1864
72 H 7.0578 1.3322 -5.6392
73 C 0.5558 -0.2640 -5.9997
74 O 1.5250 0.4100 -6.2227
75 N 0.0770 -0.5553 -4.8321
76 N -0.2287 -0.7127 -6.8939
77 H 0.6427 -0.2595 -4.0494
78 H -0.5196 -1.3701 -4.8193
79 H -0.1804 -0.5642 -7.8918
80 H -1.1703 -1.0097 -6.6814
81 C 6.7500 0.0744 -1.8543
82 O 5.6257 -0.3458 -2.0762
83 N 7.9125 -0.3522 -2.3160
84 N 6.9877 1.0713 -1.0802
85 H 8.6584 0.2685 -2.0358
86 H 8.0105 -1.3112 -2.6175
87 H 6.2410 1.5636 -0.6110
88 H 7.9088 1.4665 -0.9561
89 C 2.0436 -6.7130 3.7471
90 C 1.4819 -5.2821 3.3845
91 C 0.2212 -5.2333 2.5088
92 O -0.0267 -3.9527 1.8873
93 C -1.1085 -3.6962 1.0737
94 N 1.1692 -4.5026 4.5872
95 H 2.8086 -6.6000 4.5152
96 H 2.5398 -7.2795 2.9591
97 H 1.3207 -7.3845 4.2103
98 H 2.3216 -4.8290 2.8574
99 H -0.7067 -5.5079 3.0105
100 H 0.4512 -5.8947 1.6735
101 H -2.1458 -3.7109 1.4083
102 H -0.9561 -4.3419 0.2089
103 H -0.8946 -2.6829 0.7339
104 H 0.6359 -3.7520 4.1721
105 H 1.9303 -4.0122 5.0349
106 C -2.2694 -2.3698 5.6069
107 C -2.7608 -1.6613 4.3276
108 C -3.7735 -2.5099 3.5255
109 O -4.8165 -3.1553 4.2723
110 C -6.1032 -2.7281 3.9450
111 N -3.2838 -0.3466 4.7453
112 H -1.3777 -1.8031 5.8748
113 H -2.1701 -3.4463 5.4676
114 H -3.0637 -2.3985 6.3529
115 H -1.9456 -1.5351 3.6151
116 H -3.1526 -3.2851 3.0765
117 H -4.2372 -1.8948 2.7543
118 H -6.3193 -2.6970 2.8771
119 H -6.2576 -1.7170 4.3217
120 H -6.8601 -3.3878 4.3691
121 H -3.5989 0.1986 3.9556
122 H -2.5302 0.1478 5.2011
123 C 2.1559 -0.6821 -2.0592
124 C 0.8709 -0.3070 -1.2310
125 C 1.2087 0.0908 0.2503
126 O -0.0322 0.5453 0.8535
127 C -0.1306 0.5285 2.2577
128 N 0.2730 0.8928 -1.8757
129 H 2.7942 0.1989 -2.1272
130 H 1.8403 -1.0266 -3.0440
131 H 2.8089 -1.4396 -1.6258
132 H 0.2236 -1.1840 -1.2282
133 H 1.8094 0.9896 0.3897
134 H 1.6147 -0.7821 0.7614
135 H -0.1768 -0.4467 2.7425
136 H -1.0377 1.0823 2.4997
137 H 0.6992 1.0860 2.6921
138 H -0.2350 1.3543 -1.1347
139 H 1.0524 1.5105 -2.0523
140 C -6.2041 1.8741 0.8941
141 C -5.3553 0.8967 1.6987
142 C -4.1795 0.4792 0.8525
143 O -4.5210 -0.1811 -0.3226
144 C -5.4071 -1.3593 -0.1254
145 N -4.8996 1.6157 2.8465
146 H -5.5155 2.6354 0.5278
147 H -7.1009 2.2412 1.3932
148 H -6.6259 1.3030 0.0670
149 H -5.9608 0.0561 2.0378
150 H -3.5203 -0.1247 1.4760
151 H -3.5495 1.3267 0.5827
152 H -5.4510 -1.7817 -1.1293
153 H -6.4059 -1.0834 0.2129
154 H -4.9352 -2.1204 0.4959
155 H -5.5505 2.3242 3.1541
156 H -4.0780 2.1725 2.6592

Atoms 1-2, force components in eV/Å:
1.4 -1.1 -0.2
0.6 -2.7 -0.6

***

# 5
Molecular formula: C3H9OPS
Method: DFT, ωB97M-V/def2-TZVPD

Structure (SMILES): CCCP(O)S
Total charge: 0
Max |F| in eV/A: 5.9
E_tot in eV: -25428.3132
HOMO-LUMO gap in Ha: 0.35335
Energy relative to the best compared isomer or geometry (same formula, charge and spin) in eV: 1.768

Geometry (Å):
1 C -1.0767 -2.0571 -0.0194
2 C -0.4367 -0.8317 0.6983
3 C -0.0665 0.1030 -0.4439
4 P 0.4994 1.9107 0.1786
5 O 1.7745 1.3794 1.1084
6 S 1.4921 2.6305 -1.5680
7 H -0.5656 -2.4006 -0.8160
8 H -1.1039 -2.9870 0.7354
9 H -2.1246 -2.0012 -0.3607
10 H -1.1833 -0.2100 1.2474
11 H 0.5691 -1.0383 1.2638
12 H 0.7351 -0.4232 -1.0516
13 H -0.8590 0.4430 -1.1728
14 H 1.8144 1.8931 1.9186
15 H 0.5318 3.5895 -1.7182

Atoms 1-2, force components in eV/Å:
-2.0 -1.7 5.3
0.0 0.7 -1.1